1.
{"formula": "C21H28F3N3O3", "method": "wB97M-V/def2-TZVPD", "elements": ["C", "N", "C", "C", "C", "C", "O", "C", "C", "C", "O", "C", "C", "C", "O", "N", "C", "C", "N", "C", "C", "C", "C", "C", "C", "C", "F", "F", "F", "C", "H", "H", "H", "H", "H", "H", "H", "H", "H", "H", "H", "H", "H", "H", "H", "H", "H", "H", "H", "H", "H", "H", "H", "H", "H", "H", "H", "H"], "coordinates": [[-3.119718, 0.908974, -0.773853], [-1.715551, 1.253254, -0.722272], [-1.398363, 2.667206, -0.732319], [-1.724772, 3.346817, -2.068170], [-1.383361, 4.836972, -2.007466], [-1.643354, 5.478546, -3.371855], [-0.903353, 4.857590, -4.394940], [-1.220201, 3.490121, -4.513419], [-0.940465, 2.720057, -3.222453], [-0.702112, 0.363299, -0.821792], [0.467871, 0.710657, -0.827844], [-1.082798, -1.104046, -0.840292], [-1.230868, -1.605209, 0.622905], [-2.393465, -2.597950, 0.691423], [-3.496428, -2.286135, 0.277217], [-2.154804, -3.807065, 1.224711], [-0.876812, -4.262285, 1.720978], [0.220627, -3.498303, 0.971488], [0.048801, -2.074381, 1.097617], [0.587914, -1.488475, 2.306213], [2.091214, -1.461153, 2.203039], [2.683460, -0.795899, 1.133014], [4.059163, -0.775017, 0.998822], [4.866594, -1.417776, 1.923966], [4.274900, -2.082234, 2.986586], [5.099008, -2.800660, 4.013590], [4.928624, -2.294729, 5.251536], [6.415332, -2.766292, 3.770938], [4.766099, -4.105410, 4.107173], [2.891924, -2.107606, 3.129258], [-3.687608, 1.710468, -0.302533], [-3.467881, 0.802332, -1.805775], [-3.333378, -0.016915, -0.242745], [-1.950718, 3.160216, 0.075271], [-0.327638, 2.752740, -0.533673], [-2.797871, 3.242806, -2.270413], [-0.328133, 4.955659, -1.755619], [-1.981826, 5.341877, -1.247409], [-2.720047, 5.424490, -3.604349], [-1.334718, 6.525981, -3.375272], [-2.283201, 3.378534, -4.786062], [-0.605205, 3.113393, -5.332995], [0.126333, 2.763183, -2.998088], [-1.217130, 1.673616, -3.358569], [-1.997977, -1.281364, -1.400731], [-0.261998, -1.652619, -1.302262], [-1.551308, -0.758043, 1.241893], [-2.951036, -4.425625, 1.292338], [-0.797815, -4.075884, 2.800226], [-0.786857, -5.337665, 1.552192], [0.167033, -3.758884, -0.090448], [1.206495, -3.773953, 1.347160], [0.229838, -0.458263, 2.372317], [0.278839, -2.018164, 3.222495], [2.053417, -0.298353, 0.409686], [4.510222, -0.254239, 0.168654], [5.940868, -1.406190, 1.823976], [2.454189, -2.632005, 3.966938]], "atomic_forces_ev_per_a": [[-0.184, -0.206, -0.074], [-0.047, 0.311, 0.105], [0.128, 0.301, -0.155], [0.350, -0.068, 0.229], [-0.248, -0.121, -0.359], [-0.006, 0.197, 0.336], [0.129, 0.064, -0.059], [0.074, -0.378, 0.019], [-0.271, 0.289, -0.159], [-0.147, -0.426, -0.003], [0.446, 0.023, -0.077], [-0.108, 0.045, -0.011], [-0.104, 0.123, -0.355], [-0.012, 0.118, 0.076], [-0.225, 0.167, -0.118], [-0.134, -0.443, 0.107], [0.514, 0.163, 0.037], [-0.179, -0.279, 0.124], [-0.102, 0.127, 0.172], [0.080, 0.008, -0.012], [0.125, -0.102, 0.290], [0.092, 0.026, 0.014], [-0.076, 0.041, -0.034], [-0.016, -0.174, 0.264], [0.185, -0.003, -0.013], [0.114, -0.176, 0.233], [-0.133, 0.162, 0.043], [0.126, 0.139, -0.225], [-0.155, -0.093, -0.107], [0.049, 0.134, -0.129], [-0.006, 0.005, -0.004], [-0.090, 0.005, 0.015], [-0.030, 0.018, -0.042], [0.025, -0.026, -0.004], [-0.151, 0.086, 0.016], [-0.030, 0.018, -0.024], [0.066, 0.037, 0.062], [0.001, 0.055, 0.068], [0.068, 0.037, 0.010], [-0.111, -0.050, 0.015], [0.076, 0.000, -0.021], [-0.115, -0.026, 0.028], [0.067, -0.055, 0.014], [0.027, -0.085, -0.016], [-0.021, 0.032, -0.003], [-0.052, 0.061, 0.017], [-0.017, -0.153, -0.029], [-0.001, 0.184, -0.049], [0.061, -0.099, -0.087], [0.004, 0.065, 0.015], [0.065, -0.111, 0.008], [0.001, -0.034, -0.065], [-0.075, -0.070, 0.040], [0.025, 0.099, 0.010], [-0.064, 0.033, -0.110], [0.034, 0.066, -0.095], [0.073, -0.007, -0.005], [-0.095, -0.057, 0.075]], "orbital_gap_ev": 9.196, "homo_ev": -8.62, "smiles": "CN(CC1CCOCC1)C(=O)C[C@H]1C(=O)NCCN1Cc1cccc(C(F)(F)F)c1", "total_charge": 0, "spin_multiplicity": 1}

---

2.
{"formula": "C21H28F3O4Zr", "method": "wB97M-V/def2-TZVPD", "elements": ["O", "C", "C", "H", "H", "C", "H", "H", "C", "H", "H", "H", "C", "H", "H", "H", "Zr", "C", "C", "C", "H", "C", "C", "H", "H", "H", "H", "C", "C", "C", "H", "C", "C", "H", "H", "H", "H", "O", "C", "C", "H", "H", "C", "H", "H", "C", "H", "H", "H", "H", "F", "C", "F", "F", "C", "O", "O"], "coordinates": [[0.444036, -0.110433, -3.607250], [0.293599, 1.194510, -4.295718], [0.174158, 0.605509, -5.680164], [1.172133, 1.821863, -4.122456], [-0.615374, 1.716123, -3.993293], [0.301453, -0.730825, -4.918064], [1.005650, 0.845311, -6.344931], [-0.804623, 0.756595, -6.146212], [1.521761, -1.534274, -5.312465], [2.428689, -0.937120, -5.202051], [1.409228, -1.813661, -6.368004], [1.583469, -2.450419, -4.713406], [-0.942854, -1.583206, -5.047573], [-1.845930, -1.025962, -4.773809], [-0.857510, -2.505600, -4.457303], [-1.024629, -1.867306, -6.105242], [-0.055507, -0.248768, 2.446455], [-1.936351, -0.867219, 3.851262], [-1.825360, 0.549566, 4.008848], [-2.157776, 1.167633, 2.757225], [-1.693276, 1.062353, 4.961914], [-2.455490, 0.130405, 1.817313], [-2.311856, -1.130468, 2.485055], [-2.593786, -2.100684, 2.062716], [-1.897921, -1.587845, 4.671344], [-2.233644, 2.243164, 2.573234], [-2.895440, 0.282338, 0.827749], [0.982022, -1.761508, 4.004622], [0.202680, -2.561334, 3.102548], [0.788643, -2.468452, 1.795572], [-0.617845, -3.222057, 3.377876], [1.942411, -1.621651, 1.892850], [2.062363, -1.185075, 3.249701], [2.904852, -0.628542, 3.663052], [0.861206, -1.698707, 5.086157], [0.510290, -3.058727, 0.920940], [2.652067, -1.419896, 1.090701], [0.125830, 0.305173, 0.349511], [-0.530605, -0.552989, -0.725495], [-1.327725, 0.477059, -1.483084], [-1.079126, -1.378796, -0.255568], [0.304881, -0.933011, -1.322326], [-0.253496, 1.575126, -1.583756], [-2.192244, 0.879525, -0.933115], [-1.678880, 0.107279, -2.443033], [0.340129, 1.721960, -0.215656], [-0.577637, 2.505658, -2.052501], [0.587753, 1.141711, -2.142136], [-0.167165, 2.473691, 0.413164], [1.429403, 1.886512, -0.212308], [3.147998, 2.705833, 4.919447], [1.826620, 3.037263, 4.802099], [1.485506, 3.724932, 5.918826], [1.700402, 3.869254, 3.734221], [0.983249, 1.720882, 4.634407], [0.568861, 1.171794, 5.642122], [0.830689, 1.305522, 3.395985]], "atomic_forces_ev_per_a": [[-0.215, 0.828, -1.613], [0.095, 0.420, 0.404], [0.101, -0.430, 0.456], [-0.160, -0.003, 0.041], [0.131, -0.042, 0.140], [0.047, -1.023, -1.204], [-0.245, -0.113, -0.023], [0.366, 0.019, -0.053], [-0.105, -0.065, 0.003], [0.004, -0.125, 0.037], [0.144, -0.022, 0.224], [0.164, 0.165, -0.082], [-0.005, -0.147, 0.005], [0.109, -0.144, 0.029], [-0.137, 0.237, -0.034], [-0.122, -0.010, 0.252], [-0.443, 0.871, -0.125], [-0.797, 0.845, -0.179], [-1.211, -0.438, -0.384], [0.016, -0.763, 0.006], [0.319, -0.231, -0.500], [-0.544, -0.001, 0.989], [-0.514, 0.549, 0.122], [0.318, 0.444, 0.219], [0.222, 0.283, -0.483], [0.198, -0.497, 0.059], [0.544, -0.153, 0.430], [0.663, -0.626, -0.735], [1.220, -0.464, -0.226], [0.363, -0.098, 0.898], [0.219, 0.392, -0.126], [-0.093, -0.260, 0.772], [0.024, -1.232, -0.218], [-0.535, 0.068, -0.202], [-0.137, 0.213, -0.441], [-0.101, 0.409, 0.289], [-0.352, 0.110, 0.249], [-0.171, 0.414, -0.723], [0.420, 0.682, 0.592], [0.147, 0.658, 0.175], [0.126, 0.420, 0.131], [-0.355, -0.040, -0.011], [0.721, -0.280, -0.524], [0.253, -0.392, -0.033], [0.215, 0.048, -0.041], [-0.396, -0.689, 0.870], [0.043, -0.059, 0.343], [-0.635, 0.469, 0.014], [0.151, -0.629, 0.119], [-0.530, -0.049, 0.071], [-1.122, 0.169, -0.225], [0.552, 0.623, 0.168], [0.154, -0.820, -1.221], [0.039, -0.698, 0.802], [-0.198, -0.186, 1.011], [0.593, 0.543, -1.386], [0.443, 0.850, 0.873]], "orbital_gap_ev": 9.003, "homo_ev": -12.31, "total_charge": 1, "spin_multiplicity": 1}

---

3.
{"formula": "C21H28I2NRhSb2", "method": "wB97M-V/def2-TZVPD", "elements": ["Rh", "I", "C", "I", "H", "H", "C", "Sb", "C", "C", "C", "C", "C", "C", "C", "C", "C", "Sb", "C", "C", "H", "H", "H", "H", "H", "H", "H", "H", "H", "H", "H", "H", "H", "H", "H", "H", "H", "H", "H", "H", "C", "C", "C", "C", "C", "C", "C", "C", "N", "H", "H", "H", "H", "H", "H"], "coordinates": [[-1.625963, -0.586952, 0.424101], [-4.291196, -0.510747, 0.877938], [-4.356693, -2.604778, 0.513350], [-2.504438, -3.137040, -0.380243], [-5.182131, -2.834606, -0.150585], [-4.447083, -3.114414, 1.465519], [1.594732, -2.484179, -1.415830], [0.655415, -0.742567, -0.664050], [2.292496, 0.377738, 0.078447], [0.122573, 0.309636, -2.464428], [1.037374, 1.437492, -2.816927], [1.885823, 1.295884, -3.914794], [2.727020, 2.320653, -4.310096], [2.722081, 3.516094, -3.609224], [1.892214, 3.663032, -2.511254], [1.055373, 2.631528, -2.082861], [0.318883, 2.927558, -0.784541], [-1.386198, 1.957192, 0.090391], [-3.007751, 2.671923, -1.066697], [-1.475425, 3.085089, 1.873875], [2.087604, -3.064791, -0.641042], [2.331270, -2.082713, -2.112649], [0.878002, -3.102003, -1.952086], [2.751911, 0.892659, -0.764998], [3.019007, -0.296869, 0.527763], [1.968469, 1.095444, 0.827525], [-0.901881, 0.670516, -2.338075], [0.070366, -0.417916, -3.276750], [1.862340, 0.374921, -4.485336], [3.369464, 2.190556, -5.170115], [3.362676, 4.332741, -3.912243], [1.903969, 4.597180, -1.961761], [-0.067869, 3.950333, -0.835368], [1.036174, 2.934981, 0.039483], [-2.927447, 3.758475, -1.091089], [-3.961575, 2.392803, -0.624741], [-2.949859, 2.284062, -2.081914], [-1.434328, 4.144106, 1.622891], [-0.630580, 2.838984, 2.514869], [-2.400415, 2.881730, 2.410796], [-1.082478, -0.377721, 2.424041], [-0.388028, -1.645281, 2.696383], [1.009732, -1.738232, 2.634647], [1.647716, -2.943170, 2.840246], [0.889670, -4.085318, 3.119306], [-0.495666, -4.002112, 3.233504], [-1.122939, -2.786081, 3.026867], [1.549875, -5.346442, 3.301161], [2.074414, -6.361026, 3.417399], [-0.491112, 0.510159, 2.628653], [-2.044121, -0.319022, 2.929877], [1.595647, -0.843748, 2.464034], [2.726659, -3.016245, 2.810334], [-1.064155, -4.884878, 3.491951], [-2.199619, -2.714615, 3.134347]], "atomic_forces_ev_per_a": [[-0.120, -0.086, 0.283], [-0.242, 0.055, 0.105], [-0.027, 0.005, 0.044], [0.076, -0.017, -0.059], [0.036, 0.008, -0.041], [0.006, -0.023, -0.011], [-0.141, 0.051, 0.036], [0.305, 0.444, -0.216], [0.069, -0.151, 0.073], [-0.146, -0.064, -0.206], [0.051, 0.168, 0.154], [-0.054, 0.045, 0.001], [0.016, -0.014, -0.029], [0.007, 0.021, 0.005], [-0.006, -0.018, 0.007], [0.011, -0.071, -0.043], [-0.009, -0.012, -0.009], [-0.030, -0.210, -0.036], [0.048, 0.076, -0.016], [-0.013, -0.006, 0.059], [-0.028, 0.050, 0.071], [0.040, -0.135, -0.026], [0.018, -0.009, -0.024], [-0.024, 0.028, 0.016], [-0.017, -0.038, -0.025], [0.000, 0.009, 0.003], [-0.010, -0.109, 0.063], [0.103, -0.029, 0.048], [-0.001, -0.012, 0.013], [0.004, 0.009, 0.002], [-0.001, 0.000, -0.004], [0.003, 0.002, -0.004], [-0.005, -0.003, 0.019], [0.001, 0.000, 0.025], [-0.025, -0.001, -0.031], [0.017, -0.016, 0.029], [0.013, -0.023, 0.010], [-0.004, -0.008, -0.037], [0.000, 0.018, -0.012], [-0.003, -0.024, -0.019], [0.058, 0.018, -0.125], [-0.046, 0.019, 0.011], [-0.038, 0.007, 0.012], [-0.025, -0.045, 0.012], [0.017, 0.065, -0.007], [-0.006, 0.031, -0.007], [0.008, -0.048, -0.055], [0.007, -0.071, 0.000], [0.007, 0.007, 0.002], [0.089, -0.052, -0.055], [0.003, 0.115, -0.011], [0.020, 0.025, -0.016], [-0.001, 0.009, -0.002], [-0.004, -0.001, 0.005], [-0.007, 0.013, 0.019]], "orbital_gap_ev": 6.774, "homo_ev": -14.14, "total_charge": 2, "spin_multiplicity": 1}

---

4.
{"formula": "C21H28IN3OsSi", "method": "wB97M-V/def2-TZVPD", "elements": ["C", "C", "H", "H", "H", "H", "H", "H", "C", "C", "C", "C", "H", "H", "H", "H", "N", "C", "C", "N", "C", "C", "C", "H", "H", "C", "H", "H", "Os", "I", "C", "Si", "C", "C", "N", "C", "C", "C", "C", "C", "C", "H", "H", "H", "H", "H", "H", "H", "H", "H", "H", "H", "H", "H", "H"], "coordinates": [[1.175389, 3.443595, -0.970882], [2.513217, 1.839908, -1.634879], [1.274273, 3.931961, -1.955717], [1.815681, 3.879919, -0.209972], [0.134183, 3.328078, -0.831661], [2.062584, 1.348909, -2.499432], [3.170149, 2.707590, -1.994085], [3.031407, 1.302915, -0.863312], [-1.965025, 2.585811, -1.936390], [-3.220755, 2.377070, -2.421543], [-3.545155, 1.218172, -3.131033], [-2.504062, 0.289368, -3.266342], [-1.697624, 3.517381, -1.451351], [-3.975787, 3.127634, -2.266791], [-4.534118, 1.033207, -3.572619], [-2.621130, -0.587339, -3.901750], [-1.000285, 1.633768, -1.961251], [-1.281235, 0.447810, -2.593054], [-0.292088, -0.643092, -2.431367], [0.834566, -0.324125, -1.727394], [1.809329, -1.219042, -1.547523], [0.514239, -2.925243, -2.625135], [1.673645, -2.537475, -1.947466], [2.718860, -0.820465, -1.115009], [2.469084, -3.209564, -1.730721], [-0.457695, -1.983273, -2.856782], [-1.383756, -2.218447, -3.427583], [0.400459, -3.956939, -2.956335], [0.805510, 1.602885, -0.832591], [-0.358105, 2.381705, 1.483917], [-2.308337, -1.141280, -0.016554], [-1.247622, -1.269385, 1.541175], [-2.162993, -0.143656, 2.748888], [-1.318971, -3.050286, 2.158198], [0.443331, -0.812164, 1.290852], [1.390114, -0.665506, 2.221992], [2.721584, -0.329133, 1.831724], [3.637513, 0.187407, 2.740706], [3.316890, 0.251795, 4.105556], [2.057529, -0.191333, 4.546273], [1.127479, -0.683247, 3.646160], [-3.258342, -1.684253, 0.122076], [-1.832708, -1.565183, -0.910204], [-2.569693, -0.098740, -0.260341], [-3.141311, -0.602626, 2.958923], [-1.634286, -0.006015, 3.696886], [-2.336616, 0.859001, 2.322140], [-0.749858, -3.707193, 1.483471], [-0.876820, -3.134412, 3.161930], [-2.367037, -3.392120, 2.208961], [2.960324, -0.407185, 0.775644], [4.611476, 0.531882, 2.384925], [4.031962, 0.648035, 4.820915], [1.806134, -0.164112, 5.605671], [0.134528, -1.002986, 3.990093]], "atomic_forces_ev_per_a": [[1.904, 4.421, -2.070], [4.574, 1.460, -1.986], [0.333, -0.201, 0.387], [-0.542, 0.342, 0.089], [-2.300, 2.003, 0.991], [1.349, -0.477, -0.788], [-1.302, -1.129, 0.829], [1.364, -1.084, -0.268], [1.083, -0.492, 0.439], [-1.272, -0.173, -0.562], [1.178, -0.258, 0.076], [0.151, -0.375, -0.097], [-0.118, -0.035, 0.010], [-0.049, 0.271, -0.006], [0.576, 0.205, 0.243], [-0.196, 0.119, 0.332], [-1.869, -1.127, -1.277], [-0.865, 0.942, -0.055], [1.123, -1.045, 0.257], [-1.330, -0.715, -0.790], [-0.322, -0.342, -0.322], [0.584, -0.217, 0.408], [-0.336, 0.700, -0.120], [-0.056, -0.312, 0.040], [0.418, -0.528, -0.030], [-1.351, 1.429, -0.999], [0.906, -0.038, 0.580], [-0.067, 0.295, 0.053], [-3.315, -3.075, 2.886], [0.314, -0.215, 0.771], [0.384, 0.053, -0.451], [-2.454, 0.027, 0.480], [0.014, 0.032, 0.024], [0.607, 0.098, -0.060], [2.108, 0.166, 0.928], [-1.420, -0.385, -0.415], [1.005, 0.880, 0.232], [-0.094, -0.446, -1.025], [-0.532, -0.046, -0.241], [-0.561, -0.562, -0.030], [-0.188, 0.449, 0.602], [0.367, 0.153, 0.194], [-0.278, -0.070, 0.437], [0.088, -0.228, 0.230], [0.261, 0.034, -0.003], [-0.231, 0.039, -0.039], [-0.092, -0.715, 0.227], [-0.249, 0.014, 0.232], [-0.137, -0.064, -0.245], [0.410, 0.232, -0.102], [0.071, 0.083, 0.285], [-0.301, -0.202, 0.191], [-0.078, -0.044, -0.110], [0.118, 0.014, -0.257], [0.616, 0.140, -0.106]], "orbital_gap_ev": [3.943, 5.450], "homo_ev": [-13.21, -14.32], "total_charge": 2, "spin_multiplicity": 5}

---

Calculated values (kcal per mole) of energy above the lowest of the compared OMol25 structures with the same formula, charge and spin for the records, taken in order: 6.52, 0.00, 0.00, 116.16.